{
  "formula": "C23H31Cl2N5O7Ta",
  "method": "ωB97M-V/def2-TZVPD",
  "elements": ["Ta", "Cl", "Cl", "O", "O", "O", "O", "O", "O", "O", "N", "N", "N", "N", "N", "C", "C", "C", "C", "C", "C", "C", "C", "C", "C", "C", "C", "C", "C", "C", "C", "C", "C", "C", "C", "C", "C", "C", "H", "H", "H", "H", "H", "H", "H", "H", "H", "H", "H", "H", "H", "H", "H", "H", "H", "H", "H", "H", "H", "H", "H", "H", "H", "H", "H", "H", "H", "H", "H"],
  "coordinates": [[-0.1291, -0.8708, 0.2601], [-1.1239, -1.7815, 4.9998], [0.8753, -3.5068, 3.7096], [3.6610, -2.1037, 0.7985], [1.5435, -1.3080, 1.0522], [-1.0576, -2.6232, 1.2374], [-2.2536, -3.4789, -2.3911], [-1.5292, -1.7504, -1.1630], [-0.6090, -0.8255, 2.2733], [0.9883, -0.3323, -1.3289], [1.4897, 1.7894, -1.0338], [-1.1216, 2.1136, -2.1295], [1.2520, 1.5210, 1.5615], [0.6281, -2.8329, -0.5987], [-2.1697, 0.3728, 0.4105], [1.8706, 2.6432, 1.1482], [-0.8482, -2.0873, 2.3598], [-2.9079, 0.8297, -0.8483], [-1.0610, 1.2775, -3.3363], [-1.3835, -2.8932, -1.6466], [1.6163, 2.2853, 3.8206], [-3.1942, -0.4941, 1.0963], [1.4783, -5.3485, -1.3027], [-0.7700, -2.8322, 3.6605], [-1.9983, 1.5827, 1.2726], [-2.4554, 2.0945, -1.5493], [1.9229, 0.6021, -1.2718], [2.2099, 2.8149, -0.3223], [-0.8078, 3.5071, -2.5136], [2.3121, 3.6387, 2.0061], [3.3451, 0.2512, -1.4953], [1.1694, 1.3627, 2.8973], [2.1758, 3.4709, 3.3712], [2.2854, -4.5256, -0.5267], [2.5044, -2.2261, 0.6192], [0.2300, -4.8887, -1.7301], [-0.1424, -3.6162, -1.3489], [1.8036, -3.2689, -0.1878], [-3.9186, 1.0700, -0.5120], [-2.9843, -0.0288, -1.5055], [-0.4266, -5.4985, -2.3364], [-2.8902, -0.7307, 2.1072], [-0.0603, 1.3131, -3.7655], [-2.5223, 2.9299, -0.8518], [-0.8446, 4.1517, -1.6347], [-1.5249, 3.8897, -3.2461], [1.9321, 3.8006, -0.6932], [0.4434, 1.8615, -1.0983], [-2.9630, 2.0855, 1.3687], [3.2831, 2.6934, -0.4716], [-1.2784, 2.2654, 0.8333], [2.5110, 4.2336, 4.0610], [-1.4601, -3.6737, 3.6384], [-3.2167, 2.2900, -2.3185], [3.8631, 1.0544, -2.0148], [3.2613, -4.8391, -0.1789], [-4.1224, 0.0727, 1.1613], [1.5182, 2.0698, 4.8750], [-3.0544, -2.9428, -2.5398], [2.7805, 4.5251, 1.5980], [3.8389, 0.0823, -0.5332], [0.1859, 3.5587, -2.9580], [-1.2957, 0.2400, -3.0992], [-1.7687, 1.6309, -4.0940], [0.7227, 0.4488, 3.2552], [3.4062, -0.6688, -2.0730], [-3.3726, -1.3944, 0.5160], [1.8130, -6.3401, -1.5776], [-1.6550, 1.2875, 2.2575]],
  "gap_ev": 7.1933,
  "total_charge": 3,
  "relative_energy_kj_mol": 0.0
}

---

{
  "formula": "C6H4O",
  "method": "ωB97M-V/def2-TZVPD",
  "elements": ["O", "C", "C", "C", "C", "C", "C", "H", "H", "H", "H"],
  "coordinates": [[0.2363, 0.8057, -0.8050], [0.6733, 0.9555, 1.3760], [-0.3668, -0.2423, -0.1753], [-1.2803, -1.9282, -1.9191], [0.8583, 1.5188, 0.1531], [-0.1242, -0.2064, 1.1589], [-0.9596, -1.1846, -1.0297], [-0.9774, -2.5009, -2.7525], [1.3756, 2.3995, -0.1956], [1.0455, 1.3211, 2.3196], [-0.4807, -0.9382, 1.8695]],
  "gap_ev": 9.4837,
  "smiles": "C#Cc1ccco1",
  "relative_energy_kj_mol": 113.5
}

---

{
  "formula": "C4H9NO",
  "method": "ωB97M-V/def2-TZVPD",
  "elements": ["O", "N", "C", "C", "C", "C", "H", "H", "H", "H", "H", "H", "H", "H", "H"],
  "coordinates": [[0.5750, 0.4627, 0.8421], [0.0000, -0.4523, -0.1005], [0.1294, 1.7349, 0.5480], [-0.4256, -1.6519, 0.5868], [1.0372, -0.6934, -1.0840], [-1.1337, 2.0168, 0.2578], [-1.8818, 1.2315, 0.2982], [-1.4296, 3.0050, -0.0684], [1.3670, 0.2715, -1.4799], [0.3909, -2.2433, 1.0346], [1.9050, -1.2266, -0.6659], [-1.1461, -1.3826, 1.3615], [-0.9344, -2.2651, -0.1653], [0.9389, 2.4658, 0.5410], [0.6077, -1.2729, -1.9060]],
  "gap_ev": 9.8572,
  "smiles": "C=CON(C)C",
  "relative_energy_kj_mol": 347.9
}

---

{
  "formula": "C6H5AuCl2ErNO3",
  "method": "ωB97M-V/def2-TZVPD",
  "elements": ["Au", "Er", "Cl", "Cl", "O", "O", "O", "N", "C", "C", "C", "C", "C", "C", "H", "H", "H", "H", "H"],
  "coordinates": [[0.0087, 0.2942, -3.9398], [0.5507, 0.4607, -0.9470], [-0.5742, 2.3342, -2.4564], [-0.8150, -1.3503, -2.0641], [1.0099, 2.1326, -6.2011], [2.3412, 3.2834, 0.3099], [0.8737, -2.2334, -5.4955], [-0.0025, -0.2098, 1.0085], [-1.5077, -0.9210, 4.1005], [-0.1001, -0.9136, 3.4960], [0.5750, -1.2909, -4.9043], [-0.0856, -0.5642, 2.1219], [0.6599, 1.4471, -5.3439], [1.7612, 2.3898, -0.0843], [-2.1426, -1.6642, 3.6082], [0.5293, -0.1897, 4.0331], [0.3605, -1.9043, 3.5955], [-1.4651, -1.1633, 5.1643], [-1.9771, 0.0627, 3.9985]],
  "gap_ev": [7.4741, 3.2649],
  "multiplicity": 6,
  "total_charge": 4,
  "relative_energy_kj_mol": 0.0
}

---

Number 1: DFT total energy -72712.4534 eV. Number 2: DFT total energy -8331.2635 eV. Number 3: DFT total energy -7828.7139 eV. Number 4: DFT total energy -70241.0021 eV.